17
Properties=species:S:1:pos:R:3 method="wB97M-V/def2-TZVPD" total_charge=+1 de_lowest_kj_mol=0.0 lumo_energy_ev=-6.03 orbital_gap_ev=7.8979
C 1.8875 -0.2972 -0.5323
C 1.1660 -1.5250 -0.3810
C 1.5048 0.7325 0.3275
C -3.1569 0.8991 -0.4258
N 0.0492 -1.5316 0.4009
N 0.4555 0.4907 1.1746
N -4.4153 0.4131 -0.3583
N -4.2679 -0.8463 0.0198
N -0.2970 -0.5650 1.1545
N -3.0036 -1.0397 0.1739
N -2.2707 0.0245 -0.0829
H 2.6626 -0.3287 -1.1412
H 1.6084 -2.3186 -0.9087
H 2.1497 1.6648 0.2777
H -3.0242 1.8684 -0.7317
H 0.3101 1.1224 1.9673
H -2.6611 -1.9004 0.5835



95
Properties=species:S:1:pos:R:3 method="wB97M-V/def2-TZVPD" total_charge=-1 lumo_energy_ev=2.48 orbital_gap_ev=6.4236
Pb 0.6430 -0.6670 0.4878
C 6.3469 -1.4089 -1.2465
S 5.5716 -2.3118 0.1010
C 4.3847 -1.1519 0.7574
S 4.0567 0.3355 0.0245
N 3.8800 -1.6477 1.8736
N 2.8492 -0.8707 2.3271
C 2.6816 -0.7966 3.5854
C 1.6351 0.1011 4.0805
C 1.5008 0.3403 5.4507
C 0.5705 1.2633 5.8866
C -0.1997 1.9310 4.9470
C -0.0231 1.6120 3.6088
N 0.8562 0.7138 3.1740
H 7.0013 -2.1263 -1.7458
H 5.6043 -1.0402 -1.9455
H 6.9329 -0.5674 -0.8829
H 3.3388 -1.3000 4.2960
H 2.1364 -0.1912 6.1468
H 0.4562 1.4666 6.9443
H -0.9275 2.6791 5.2314
H -0.6205 2.0974 2.8491
C -4.8269 -0.1156 0.1159
C -3.3899 -0.5152 -0.2070
C -3.3079 -1.9826 -0.6094
P -2.1631 -0.0694 1.1141
C -2.9003 -0.8480 2.6499
C -3.8708 -0.0597 3.5263
C -1.8085 -1.4631 3.5310
C -2.2343 1.7416 1.0359
C -3.2335 2.5218 1.6155
C -3.3432 3.8823 1.3897
C -2.4525 4.4656 0.4906
C -1.4552 3.7310 -0.1058
C -1.2527 2.3492 0.1766
N -0.2839 1.5932 -0.3840
C 0.7939 2.1362 -1.0793
C 1.5092 3.2686 -0.6586
C 2.6094 3.7247 -1.3577
C 3.0440 3.0680 -2.5037
C 2.3793 1.9249 -2.9083
C 1.2784 1.4363 -2.2102
P 0.4771 -0.1579 -2.5562
C -0.8319 0.2724 -3.8031
C -1.6985 1.4367 -3.3363
C -1.6727 -0.9616 -4.1168
C 1.6377 -1.2243 -3.5411
C 1.8437 -0.9372 -5.0311
C 2.9819 -1.3678 -2.8439
H -5.4595 -0.2426 -0.7673
H -4.9044 0.9244 0.4334
H -5.2396 -0.7538 0.9017
H -3.0413 0.0887 -1.0470
H -3.6282 -2.6423 0.2016
H -2.2955 -2.2693 -0.8901
H -3.9705 -2.1721 -1.4586
H -3.4558 -1.6822 2.2028
H -3.3712 0.7919 3.9919
H -4.2314 -0.7060 4.3313
H -4.7390 0.3044 2.9771
H -1.2523 -0.6917 4.0610
H -1.0989 -2.0584 2.9559
H -2.2639 -2.1149 4.2816
H -3.9621 2.0520 2.2602
H -4.1215 4.4615 1.8686
H -2.5469 5.5168 0.2402
H -0.8001 4.2135 -0.8160
H 1.2098 3.7663 0.2542
H 3.1508 4.5880 -0.9891
H 3.9140 3.4164 -3.0446
H 2.7445 1.3824 -3.7707
H -0.3142 0.5995 -4.7112
H -2.1888 1.2193 -2.3898
H -2.4715 1.6472 -4.0811
H -1.1072 2.3410 -3.1900
H -2.2021 -1.2971 -3.2217
H -1.0681 -1.7975 -4.4735
H -2.4173 -0.7342 -4.8847
H 1.1247 -2.1920 -3.4609
H 2.5432 -0.1148 -5.1906
H 0.9222 -0.7049 -5.5652
H 2.2803 -1.8194 -5.5077
H 3.5172 -0.4202 -2.8033
H 3.5993 -2.0928 -3.3855
H 2.8837 -1.7317 -1.8236
C 0.8630 -3.4271 1.4058
C 1.9020 -3.7521 0.5394
C 1.3827 -3.8051 -0.7658
C 0.0272 -3.4872 -0.7238
C -0.3145 -3.1994 0.6279
H 0.9516 -3.2881 2.4761
H 2.9380 -3.8842 0.8160
H 1.9549 -4.0169 -1.6592
H -0.6333 -3.4225 -1.5793
H -1.3145 -3.1035 1.0296



68
Properties=species:S:1:pos:R:3 method="wB97M-V/def2-TZVPD" total_charge=+1 de_lowest_kj_mol=33.7 lumo_energy_ev="-2.85 / -4.04" s2=0.753 orbital_gap_ev="7.5749 / 6.3843" spin_multiplicity=2
Cu -0.0350 -1.1423 1.4619
O -0.4132 -4.8718 0.3392
C -0.5998 -3.7778 0.8022
N 0.2401 -3.0321 1.6006
C 1.2988 -3.4898 2.3296
O 1.6596 -4.6260 2.5090
C 2.0164 -2.3279 2.9926
C 3.2381 -2.5152 3.6118
C 3.8658 -1.4190 4.1792
C 3.2383 -0.1813 4.1301
C 2.0122 -0.0798 3.5001
N 1.4159 -1.1316 2.9351
C -1.8761 -2.9992 0.5623
C -3.0187 -3.6253 0.1142
C -4.1890 -2.8838 0.0350
C -4.1650 -1.5466 0.3953
C -2.9687 -0.9794 0.7991
N -1.8501 -1.6959 0.8822
H 3.6579 -3.5109 3.6337
H 4.8289 -1.5257 4.6591
H 3.6849 0.6932 4.5807
H 1.4799 0.8621 3.4533
H -2.9688 -4.6733 -0.1433
H -5.1100 -3.3498 -0.2888
H -5.0567 -0.9371 0.3648
H -2.8927 0.0734 1.0452
S -1.2307 -0.5822 -2.2563
C -2.8384 -0.2040 -2.6321
N -3.5123 0.7138 -1.9340
C -4.8769 1.1305 -2.2263
C -5.6244 -0.0060 -2.9070
C -4.8111 -0.5038 -4.0878
N -3.4721 -0.8392 -3.6297
H -3.0176 1.1705 -1.1616
H -4.8714 2.0222 -2.8601
H -5.3550 1.4026 -1.2849
H -6.6032 0.3349 -3.2410
H -5.7707 -0.8256 -2.2003
H -4.7658 0.2673 -4.8632
H -5.2572 -1.3943 -4.5288
H -2.9053 -1.4835 -4.1556
N -0.5073 4.3030 0.2085
C -0.8316 3.0615 -0.1704
N -0.2700 2.5835 -1.2769
S -1.9391 2.1574 0.7477
H 0.3145 4.7552 -0.1592
H -0.8822 4.6311 1.0811
H 0.4555 3.0933 -1.7553
H -0.4963 1.6305 -1.5859
O 6.3951 2.2203 -0.1502
C 5.3985 2.7635 0.6813
N 4.3484 3.4531 -0.0260
C 3.1849 2.9384 -0.5095
O 2.3407 3.6469 -1.0291
C 2.9540 1.4606 -0.3938
C 3.8762 0.5195 -0.8338
C 3.5189 -0.8195 -0.8185
C 2.2753 -1.1693 -0.3318
N 1.3988 -0.2692 0.1327
C 1.7238 1.0212 0.0742
H 6.9233 2.9272 -0.5367
H 5.8256 3.4594 1.4070
H 4.9691 1.9202 1.2200
H 4.4700 4.4349 -0.2303
H 4.8497 0.8269 -1.1903
H 4.1923 -1.5836 -1.1769
H 1.9527 -2.2034 -0.3182
H 0.9788 1.7271 0.4247



75
Properties=species:S:1:pos:R:3 method="wB97M-V/def2-TZVPD" total_charge=+2 de_lowest_kj_mol=609.8 lumo_energy_ev="-8.53 / -8.49" s2=0.986 orbital_gap_ev="3.8645 / 3.8830" spin_multiplicity=2
Ru -0.1941 -0.7041 -0.5219
C 2.2478 -2.0801 1.1580
C 1.3967 -2.0065 2.4190
C 0.5152 -0.7915 2.5531
C -0.0200 -0.5633 3.8282
C -0.9151 0.4971 4.0256
C -1.1224 1.3844 3.0223
C -0.3566 1.2802 1.7478
N 0.2516 -0.0110 1.5241
N 1.4863 -2.3907 -0.0483
C 2.3228 -2.3106 -1.2416
C 1.4867 -2.3472 -2.4935
C 2.0277 -2.7786 -3.6981
C 1.2267 -2.8120 -4.8267
C -0.1073 -2.4510 -4.7045
C -0.5728 -2.0255 -3.4722
N 0.2104 -1.9542 -2.3956
C 0.7564 -3.6597 0.0410
C -0.6797 -3.4744 0.4761
C -1.4320 -4.5405 0.9583
C -2.7476 -4.3320 1.3388
C -3.2802 -3.0544 1.2311
C -2.4795 -2.0476 0.7232
N -1.2146 -2.2566 0.3541
H 2.7337 -1.1110 1.0128
H 3.0260 -2.8427 1.3109
H 0.7859 -2.9036 2.5399
H 2.0784 -1.9820 3.2718
H 0.2131 -1.2418 4.6302
H -1.4408 0.5913 4.9632
H -1.8000 2.2129 3.1206
H -0.5201 1.8761 -0.1747
H 2.8715 -1.3602 -1.2186
H 3.0628 -3.1240 -1.2712
H 3.0638 -3.0736 -3.7462
H 1.6310 -3.1266 -5.7757
H -0.7772 -2.4873 -5.5477
H -1.6144 -1.7565 -3.3490
H 0.7395 -4.1331 -0.9471
H 1.2653 -4.3530 0.7226
H -0.9862 -5.5192 1.0331
H -3.3476 -5.1484 1.7101
H -4.2940 -2.8432 1.5311
H -2.8552 -1.0346 0.6083
F -3.6928 2.4975 -5.4348
C -2.7091 2.1548 -4.6265
C -2.9258 1.2263 -3.6083
F -4.1133 0.6571 -3.4364
C -1.8873 0.8902 -2.7546
F -2.1716 -0.0066 -1.7622
C -0.5954 1.4115 -2.8758
S 0.7704 0.9916 -1.8610
C -0.4075 2.3540 -3.9013
F 0.7863 2.9102 -4.0448
C -1.4372 2.7190 -4.7647
F -1.2148 3.6035 -5.7176
O 3.5483 2.2784 3.0861
C 2.9741 3.4434 3.6145
N 2.7501 4.4568 2.6116
C 1.7416 4.6180 1.7294
O 1.7374 5.5347 0.9384
C 0.5539 3.6665 1.7264
C -0.6679 4.3507 1.5180
C -1.9111 3.8178 1.1474
C -2.1695 2.5607 0.6930
N -1.1773 1.5531 0.5491
C 0.7644 2.3306 1.8411
H 4.4750 2.4342 2.8596
H 3.6065 3.8768 4.3975
H 2.0212 3.1318 4.0529
H 3.4600 5.1768 2.5215
H -0.6125 5.4277 1.6044
H -2.7376 4.5124 1.1490
H -3.1569 2.2859 0.3510
H 1.7537 1.9258 1.9741



19
Properties=species:S:1:pos:R:3 method="wB97M-V/def2-TZVPD" total_charge=0 de_lowest_kj_mol=387.6 lumo_energy_ev=0.72 orbital_gap_ev=9.6867 smiles="NN(N)C(=O)O.CC"
N -1.6457 -0.8667 0.8562
N -1.0201 -0.4653 -0.3464
N -1.3678 -1.2341 -1.4866
C -0.8778 1.0617 -0.5327
O -0.8918 1.4939 -1.6540
O -1.1726 1.7238 0.5916
H -1.1805 -1.6951 1.2174
H -2.6177 -1.1119 0.6745
H -0.5042 -1.6253 -1.8556
H -1.7277 -0.5976 -2.1983
H -1.3607 1.0735 1.2942
C 1.6422 0.4627 -0.3030
C 1.9539 0.2132 1.1691
H 1.8854 1.4886 -0.5720
H 2.2477 -0.1630 -0.9673
H 0.5630 -0.1969 -0.5221
H 1.5522 -0.7522 1.4865
H 3.0284 0.2041 1.3625
H 1.4938 0.9866 1.7858



13
Properties=species:S:1:pos:R:3 method="wB97M-V/def2-TZVPD" total_charge=0 de_lowest_kj_mol=368.9 lumo_energy_ev=0.98 orbital_gap_ev=10.6361
N 0.1743 -2.4419 1.6155
C -0.1670 -2.0020 0.5947
C -0.4375 -1.1613 -0.5520
C 0.2009 0.0112 0.2765
C -0.4956 1.3592 0.2525
C 0.8046 1.1785 -0.4763
H -1.5100 -1.0977 -0.7941
H 0.1157 -1.4747 -1.4501
H 0.6119 -0.7676 1.3451
H -0.5043 1.9384 1.1697
H -1.3868 1.5152 -0.3628
H 0.7635 1.2097 -1.5695
H 1.7010 1.6314 -0.0684



9
Properties=species:S:1:pos:R:3 method="wB97M-V/def2-TZVPD" total_charge=-1 de_lowest_kj_mol=0.0 lumo_energy_ev="3.75 / 3.04" s2=2.013 orbital_gap_ev="6.0214 / 7.4369" spin_multiplicity=3
C 0.2756 -0.5470 -0.2262
C 0.9977 -0.6755 -1.2550
C -1.1009 -0.0783 -0.0753
N -0.2194 1.5458 1.4266
O 1.5696 -0.9861 -2.2658
O -1.9647 -0.5941 -0.7826
O -1.2779 0.8780 0.8178
Br 1.1514 -0.8993 1.6289
H 0.5686 1.3565 0.7316



12
Properties=species:S:1:pos:R:3 method="wB97M-V/def2-TZVPD" total_charge=0 de_lowest_kj_mol=145.1 lumo_energy_ev=-0.19 orbital_gap_ev=9.3197
C -1.1825 1.0329 -0.0441
C -0.0427 1.2784 -0.9598
C -0.3643 -1.1304 0.3939
C 1.0027 -0.5666 0.3589
N -1.4021 -0.1356 0.4383
N 1.0118 0.5941 -0.9011
Cl 1.4511 0.3824 1.6929
Br 2.3961 -1.7252 -0.1439
H -1.9039 1.7959 0.1928
H -0.1653 2.0910 -1.7330
H -0.4281 -1.7357 -0.6214
H -0.3726 -1.8813 1.3265